Entry from the Open Molecules 2025 dataset: a gas-phase ion, C7H6BrF3N3O (charge +1) at a distorted geometry (ωB97M-V/def2-TZVPD).

Summary:
molecular weight	285.04	g mol⁻¹
ΔE to the lowest compared entry with this formula, charge and spin	26.0	kcal/mol
net charge	+1

Geometry (Å):
C  -1.700  1.957  -0.018
C  -2.085  -1.508  0.272
Br  -2.761  3.347  -0.092
H  0.432  2.530  0.641
F  -4.473  -2.443  -1.035
H  0.177  -0.182  2.083
F  -4.692  -2.842  1.008
H  1.823  0.769  -0.485
H  -1.872  -2.568  0.449
C  -4.663  -1.835  0.152
N  -3.408  0.290  -0.028
N  -2.103  0.672  -0.027
C  -3.382  -0.991  0.152
H  0.555  -1.213  -0.559
F  -5.799  -1.222  0.111
C  0.265  -0.407  0.065
C  -1.240  -0.475  0.017
O  0.722  -0.546  1.355
H  0.779  0.725  -1.583
N  0.846  0.811  -0.564
C  0.322  2.136  -0.392

Entry from the Open Molecules 2025 dataset: a molecular structure, C17H15BHfN8S3 (ωB97M-V/def2-TZVPD).

Summary:
molecular weight	616.87	g mol⁻¹
ΔE to the lowest compared entry with this formula, charge and spin	17.4	kcal/mol
net charge	+2

Geometry (Å):
H  -0.176  2.537  -4.463
H  2.050  6.396  2.150
C  0.318  3.368  2.748
C  -3.885  1.496  -0.125
H  5.899  7.912  3.208
N  1.220  4.251  2.597
N  -0.235  -0.731  -0.538
H  3.770  8.119  1.957
C  -0.559  -1.854  -2.417
C  5.347  6.045  4.102
H  -0.852  -2.003  -3.444
H  4.574  4.210  4.860
H  1.803  4.155  -3.472
S  2.839  2.737  5.835
C  4.382  5.055  4.224
S  0.482  2.316  4.097
N  -2.646  1.037  -0.445
N  -0.684  -0.645  -1.859
C  3.951  7.259  2.587
H  -4.187  1.546  0.909
C  0.151  -2.002  -0.351
H  -3.812  1.689  -3.380
N  -0.197  1.764  -2.518
B  -1.254  0.621  -2.576
N  2.157  4.179  3.584
H  0.188  -3.787  -1.653
N  -2.548  1.101  -1.820
H  6.268  5.942  4.659
C  5.142  7.146  3.290
C  1.995  3.186  4.522
N  0.504  2.012  -1.362
C  3.196  5.178  3.512
H  -1.521  0.391  -3.706
S  -1.011  3.206  1.567
C  2.976  6.283  2.690
C  1.244  3.398  -2.951
H  -5.582  2.194  -1.346
C  -4.574  1.826  -1.269
H  2.007  3.409  -0.853
C  1.364  3.026  -1.631
H  0.543  -2.309  0.606
C  -3.686  1.573  -2.316
C  0.242  2.581  -3.470
C  -0.032  -2.747  -1.501
Hf  -0.670  1.293  0.217

Entry from the Open Molecules 2025 dataset: a molecular structure, C15H25AlF6INO9P at a distorted geometry (ωB97M-V/def2-TZVPD).

Summary:
molecular weight	662.21	g mol⁻¹
ΔE to the lowest compared entry with this formula, charge and spin	4.7	kcal/mol
net charge	-1

Geometry (Å):
O  -0.813  2.501  0.341
O  1.381  0.957  2.272
H  -2.732  1.053  -3.906
H  6.252  -0.296  2.409
C  -1.085  1.291  -2.506
C  -2.516  -3.880  -3.068
H  -5.201  -4.772  -1.568
C  6.174  0.168  4.507
H  -1.532  0.105  -0.727
H  7.840  -0.139  3.185
Al  -0.106  4.017  -0.370
O  1.581  3.380  -0.100
F  2.460  -1.354  4.086
C  -1.258  -3.201  -2.504
H  0.214  6.256  0.990
H  -0.508  0.870  -3.328
C  1.410  2.027  -0.501
H  -1.497  5.805  1.099
C  4.571  -1.422  5.163
C  -0.675  0.572  -1.205
C  -3.477  2.005  -2.087
H  1.656  1.985  -1.571
O  -0.911  6.799  -0.620
F  -0.724  -3.925  -1.507
C  -0.021  1.476  -0.164
O  -2.720  -4.044  -4.236
H  6.858  -1.585  3.440
H  6.155  1.245  4.365
F  2.518  -0.886  6.212
C  -2.564  1.024  -2.832
F  -1.569  -1.990  -2.027
I  -1.870  0.123  2.403
H  -0.237  4.213  -1.954
H  -3.740  -6.382  -3.721
O  -3.327  -4.215  -2.072
H  2.229  1.489  -0.011
O  5.392  -2.212  5.530
H  -0.923  2.359  -2.453
C  -4.565  -4.841  -2.448
H  -5.040  -4.269  -3.245
O  4.795  -0.221  4.653
P  0.328  0.227  1.226
C  6.822  -0.504  3.315
C  3.055  -1.658  5.252
N  -2.257  6.746  -0.956
H  0.049  -0.199  -1.455
H  -5.329  -6.759  -3.048
F  2.782  -2.930  5.543
H  -4.434  1.551  -1.839
C  -0.618  5.815  0.451
C  -4.368  -6.291  -2.836
H  -3.878  -6.836  -2.028
O  -2.436  6.342  -2.043
H  -3.698  2.856  -2.727
H  -3.008  2.361  -1.176
H  -2.829  0.021  -2.506
H  6.714  -0.035  5.432
H  1.563  0.263  2.921
F  -0.329  -3.059  -3.452

Entry from the Open Molecules 2025 dataset: a molecular structure, C41H53BF6N6O12P2ReS (ωB97M-V/def2-TZVPD).

Summary:
molecular weight	1226.93	g mol⁻¹
⟨S²⟩	3.774
2S+1	4
ΔE to the lowest compared entry with this formula, charge and spin	17.8	kcal/mol

Geometry (Å):
H  5.054  2.328  1.192
H  4.038  -1.788  3.589
C  4.295  -0.898  3.030
C  1.331  -1.993  1.780
C  2.904  -2.886  0.229
H  0.598  -2.099  2.571
H  -0.978  3.284  5.043
H  -4.629  -1.517  -1.940
O  3.466  -5.667  -4.997
C  3.132  -1.594  -0.221
O  0.237  -2.122  -0.876
H  5.983  -1.767  2.032
F  1.413  2.070  1.134
N  4.279  -6.009  -2.195
H  1.813  -4.060  1.678
H  -5.287  3.760  1.075
H  0.774  -5.850  -2.501
C  -5.058  -0.533  -1.757
C  -1.748  3.409  2.436
H  -4.610  5.233  2.877
C  4.858  1.394  1.703
H  -1.601  3.283  -4.468
H  3.804  -1.416  -1.047
H  -1.109  3.513  -0.707
H  2.521  0.449  -0.052
F  3.317  2.690  -0.413
F  4.017  -0.187  5.788
F  1.269  2.419  -1.362
H  3.197  -0.206  -4.864
H  -0.701  1.884  -2.592
C  0.361  -3.963  -3.404
P  -0.299  -1.703  -2.174
C  2.636  -0.170  -3.930
C  -5.565  1.237  -0.049
C  -2.813  4.327  4.498
H  -0.683  4.321  -2.210
O  -3.440  0.105  0.035
H  -4.024  0.448  3.256
H  -5.184  -0.835  0.356
H  -6.636  1.104  -0.208
C  -1.978  3.469  5.437
H  -0.946  -5.425  -2.511
B  2.042  3.068  -0.487
H  2.176  0.010  7.552
H  -2.452  2.506  5.644
S  4.012  -4.462  -4.414
C  3.533  0.260  3.172
O  -0.599  -2.836  -3.221
P  -2.167  0.385  -0.838
F  1.696  4.279  -0.086
C  3.946  -4.790  -2.621
H  6.509  0.355  0.812
C  -4.005  2.530  3.278
C  -1.958  -1.042  -1.911
H  -2.407  1.713  -4.391
C  -3.095  3.734  3.088
H  -3.075  5.598  2.097
H  -2.457  -0.804  -2.852
H  -3.650  3.695  0.404
C  -3.812  4.814  2.263
N  3.807  1.388  2.522
H  -3.219  3.161  -3.761
C  2.737  0.092  5.477
O  -1.603  -0.069  2.658
H  -5.208  2.023  -0.715
C  4.216  -6.219  -0.889
C  -1.638  2.433  -2.504
C  -4.368  4.326  0.933
C  0.199  -4.431  -4.826
C  -1.445  3.711  -1.724
H  3.728  -5.450  1.074
C  5.377  -0.881  2.170
C  -2.257  2.654  -3.865
C  -2.142  1.080  2.777
C  2.407  -0.559  0.314
H  -0.564  -0.189  -5.279
H  -6.132  -0.605  -1.926
C  -4.846  -0.061  -0.333
N  3.567  -3.784  -1.842
H  0.440  1.222  -4.866
O  -1.026  0.735  0.065
H  1.363  -3.557  -3.262
C  3.789  -5.251  0.013
H  -2.484  -1.883  -1.454
H  -3.789  4.531  4.941
H  -2.378  4.276  -1.696
C  0.556  0.478  6.205
C  5.670  0.292  1.491
H  -0.842  -4.700  -5.019
H  4.508  -7.206  -0.544
Re  0.208  0.779  1.905
H  -5.413  1.551  0.983
H  -4.597  5.171  0.283
O  3.164  -3.287  -4.577
H  0.520  -3.665  -5.529
N  -1.309  2.090  2.541
C  0.064  -5.030  -2.375
H  1.247  -1.701  -4.474
H  2.622  0.858  -3.560
H  -0.893  0.903  4.773
N  -3.431  1.256  3.126
H  -2.321  5.286  4.330
C  3.465  -4.024  -0.537
C  0.460  0.174  -5.172
C  2.400  0.307  4.144
H  0.162  -4.631  -1.365
C  1.229  -0.655  -4.170
C  2.024  -3.073  1.292
O  -2.587  1.576  -1.765
O  0.525  -0.571  -2.883
C  0.153  0.685  4.905
C  1.053  0.610  3.834
H  0.840  -5.297  -4.995
H  -1.862  3.976  6.394
F  -0.362  0.578  7.186
C  1.854  0.170  6.534
H  -4.656  0.184  -2.475
H  0.944  0.110  -6.147
O  5.422  -4.223  -4.631
N  1.495  -0.756  1.279
O  -5.167  2.615  3.571
O  -1.067  4.248  1.914
H  3.147  -0.821  -3.223